The following is a quantum chemistry calculation of a cluster of 2 separate species, C2H7BrNO in total, from the OMol25 dataset.

Its energy relative to the best compared isomer or geometry (same formula, charge and spin) is 31.3 kcal/mol. The total charge is +1. Its gap between HOMO and LUMO is 0.4070 hartree. For the HOMO energy, the calculation gives -14.814 eV. The LUMO energy is -3.739 eV. The molar mass is 140.99 Da.

Geometry (Å):
H 0.12 1.16 1.26
N 0.69 0.34 1.25
C 0.75 0.13 -0.22
H -1.50 -1.83 -0.76
C -0.67 -0.05 -0.77
H 1.08 0.91 -0.86
Br -1.63 1.68 -0.67
H 1.59 0.44 1.71
H 1.25 -0.87 -0.47
O -1.31 -1.13 -0.10
H 0.03 -0.30 1.76
H -0.38 -0.47 -2.13